C31H77B3ClF3N16O39P | ωB97M-V with the def2-TZVPD basis set

Geometry (Å):
C (-1.7573, -3.3842, -4.1921)
C (-1.5299, -2.7963, -2.7848)
O (-0.6328, -3.5495, -1.9998)
C (-1.0841, -4.8575, -1.7020)
C (-0.7702, -5.3167, -0.2740)
C (-1.4849, -6.6587, -0.0367)
O (-1.5221, -7.5329, -1.1921)
C (-0.4895, -8.3539, -1.4096)
F (0.6110, -7.7698, -1.9173)
F (-0.1000, -9.0370, -0.3038)
F (-0.8884, -9.2799, -2.3161)
O (0.6010, -5.6051, -0.0540)
B (1.3443, -4.3728, 0.4057)
C (2.2029, -4.6283, 1.7867)
C (3.2738, -3.5702, 2.0821)
C (2.7005, -2.1402, 2.1247)
C (3.1424, -1.2044, 0.9866)
N (3.4056, 0.1642, 1.5389)
C (2.0967, 0.8534, 1.6888)
C (4.1724, 0.9325, 0.6307)
C (4.9760, 2.0424, 1.2672)
O (4.2112, 0.7413, -0.5827)
B (2.3791, -3.9773, -0.9273)
O (2.3174, -2.9146, -1.8232)
O (3.4270, -4.9015, -1.2302)
O (0.1833, -3.4385, 0.7034)
C (-0.9890, -4.1869, 0.8187)
B (-2.1622, -3.1524, 0.6280)
O (-3.3168, -3.5595, -0.0277)
C (-2.0739, -1.6694, 1.1225)
C (-1.5824, -0.7266, -0.0126)
P (-1.1531, -5.0751, 2.4892)
O (-2.7403, -5.5142, 2.3954)
Cl (-1.3066, -3.5064, 3.8811)
H (-1.1904, -4.2976, -4.3409)
H (-2.8157, -3.6357, -4.3250)
H (-1.5296, -2.6388, -4.9537)
H (-1.0749, -1.8157, -2.9022)
H (-2.4932, -2.6214, -2.2937)
H (-0.5913, -5.5753, -2.3659)
H (-2.1653, -4.9381, -1.8676)
H (-2.5369, -6.4884, 0.1919)
H (-1.0379, -7.1549, 0.8220)
H (1.5605, -4.6620, 2.6768)
H (2.6831, -5.6143, 1.7182)
H (3.6961, -3.7736, 3.0753)
H (4.1314, -3.6334, 1.3994)
H (1.6097, -2.1793, 2.1367)
H (3.0106, -1.6487, 3.0535)
H (2.3595, -1.1305, 0.2247)
H (4.0553, -1.5733, 0.5202)
H (2.1695, 1.7056, 2.3663)
H (1.7148, 1.1870, 0.7165)
H (1.3779, 0.1434, 2.0935)
H (5.0693, 2.8598, 0.5494)
H (4.5174, 2.3823, 2.1936)
H (5.9765, 1.6511, 1.4708)
H (2.6361, -3.2428, -2.6746)
H (4.2605, -4.4767, -1.0078)
H (-3.7923, -2.7730, -0.3218)
H (-1.4231, -1.5447, 1.9827)
H (-3.0802, -1.3618, 1.4295)
H (-1.2014, -1.2664, -0.8810)
H (-0.7421, -0.1309, 0.3544)
H (-2.3500, -0.0170, -0.3225)
H (-3.3317, -4.7686, 2.2207)
C (2.3095, -0.2518, -3.6763)
N (1.1337, 0.1654, -4.4808)
O (1.2805, 0.3809, -5.6694)
O (0.0826, 0.2529, -3.8903)
H (3.1698, -0.2953, -4.3337)
H (2.4409, 0.4800, -2.8865)
H (2.0691, -1.2196, -3.2451)
C (-2.6847, 2.5704, -3.0475)
N (-3.5356, 1.8282, -2.0824)
O (-4.4110, 1.1090, -2.5122)
O (-3.2907, 2.0005, -0.9059)
H (-3.0067, 2.3382, -4.0557)
H (-2.8167, 3.6214, -2.8168)
H (-1.6582, 2.2579, -2.8788)
C (-3.7617, -0.9617, 5.7205)
N (-3.1533, 0.0370, 4.8019)
O (-2.8797, 1.1400, 5.2484)
O (-2.9619, -0.3295, 3.6708)
H (-3.8715, -0.5094, 6.6986)
H (-4.7223, -1.2393, 5.2973)
H (-3.0928, -1.8172, 5.7474)
C (6.9172, 1.0478, -2.6330)
N (6.9495, 1.9316, -3.8309)
O (5.9599, 2.5811, -4.0872)
O (7.9763, 1.9444, -4.4785)
H (5.9469, 1.1371, -2.1537)
H (7.0961, 0.0335, -2.9766)
H (7.7168, 1.3730, -1.9745)
C (-4.1088, 5.2340, 0.3714)
N (-3.4254, 6.0699, -0.6494)
O (-3.2437, 7.2410, -0.3972)
O (-3.0835, 5.5166, -1.6712)
H (-4.3381, 5.8628, 1.2219)
H (-5.0110, 4.8373, -0.0866)
H (-3.4317, 4.4324, 0.6352)
C (0.7472, -12.1106, -0.9817)
N (0.4766, -13.5684, -0.8482)
O (-0.0308, -13.9648, 0.1781)
O (0.7862, -14.2728, -1.7867)
H (0.4227, -11.6129, -0.0772)
H (1.8152, -11.9949, -1.1371)
H (0.1957, -11.7524, -1.8452)
C (-1.1921, 4.2244, 4.3449)
N (-1.1035, 4.5184, 2.8909)
O (-2.0012, 5.1696, 2.3855)
O (-0.1327, 4.1130, 2.2962)
H (-2.1036, 4.6595, 4.7266)
H (-1.1869, 3.1445, 4.4701)
H (-0.3150, 4.6640, 4.8045)
C (-0.2992, 0.3445, 8.0948)
N (-0.9022, -0.8245, 7.4028)
O (-1.6654, -1.5331, 8.0301)
O (-0.5996, -0.9798, 6.2417)
H (-0.6636, 0.3642, 9.1147)
H (0.7786, 0.2193, 8.0560)
H (-0.6003, 1.2273, 7.5473)
C (1.3376, 5.2069, 8.3788)
N (0.7294, 4.0267, 7.7093)
O (-0.0388, 3.3418, 8.3501)
O (1.0478, 3.8078, 6.5594)
H (0.9565, 5.2536, 9.3911)
H (2.4139, 5.0645, 8.3600)
H (1.0529, 6.0876, 7.8121)
C (-0.3669, 2.5230, -7.5912)
N (-1.5809, 2.9506, -8.3385)
O (-1.4681, 3.1859, -9.5237)
O (-2.6121, 3.0375, -7.7088)
H (0.4666, 2.4967, -8.2817)
H (-0.2044, 3.2467, -6.7990)
H (-0.5605, 1.5421, -7.1684)
C (2.6546, -5.5174, -5.9727)
N (1.8585, -4.4552, -5.3024)
O (0.8035, -4.1336, -5.8098)
O (2.3206, -3.9702, -4.2933)
H (2.1123, -5.8417, -6.8497)
H (3.6136, -5.0827, -6.2379)
H (2.7859, -6.3279, -5.2618)
C (-3.4725, 9.8055, 1.6770)
N (-4.7907, 9.6418, 2.3490)
O (-5.2447, 10.5997, 2.9417)
O (-5.3276, 8.5611, 2.2600)
H (-3.1261, 10.8152, 1.8544)
H (-2.7940, 9.0743, 2.1044)
H (-3.6186, 9.6051, 0.6200)
C (1.2399, -4.9665, -10.5345)
N (2.3062, -5.5306, -9.6641)
O (3.4060, -5.0266, -9.7058)
O (1.9933, -6.4632, -8.9542)
H (1.6627, -4.1454, -11.1000)
H (0.8967, -5.7666, -11.1827)
H (0.4384, -4.6330, -9.8823)
C (-0.3013, 8.4125, 4.8923)
N (-1.0751, 7.6309, 5.8971)
O (-1.9549, 6.9102, 5.4895)
O (-0.7581, 7.7640, 7.0630)
H (-0.6946, 8.1810, 3.9095)
H (-0.4221, 9.4637, 5.1356)
H (0.7396, 8.1173, 4.9837)
C (-2.2336, 14.0386, 1.4242)
N (-1.1560, 13.1986, 2.0161)
O (-0.0099, 13.4579, 1.7334)
O (-1.5107, 12.3011, 2.7534)
H (-1.7714, 14.7902, 0.7965)
H (-2.8792, 13.3808, 0.8503)
H (-2.7831, 14.4843, 2.2472)

Properties
Net charge: -1
Orbital gap, eV: 4.945
HOMO, eV: -4.25
Multiplicity: 1
Total energy, eV: -169049.1851